Molecular formula: C42H108N8O13
Method: DFT, ωB97M-V with the def2-TZVPD basis set

Values from the calculation:
* LUMO level: 0.025 Ha
* SMILES string: COC[C@H](C)N.COC[C@H](C)N.COC[C@H](C)N.COCCNCCOC.COCCNCCOC.COCCNCCOC.COCCNCCOC.COCCNCCOC
* 2S+1: 1
* calculated total energy: -3080.68777 Ha
* HOMO energy: -8.33 eV
* ΔE to the lowest compared entry with this formula, charge and spin: 148.3 kcal/mol

The geometry in XYZ format:
```
171
Properties=species:S:1:pos:R:3:lowdin_charge:R:1
H -3.6423 -0.6811 -0.0958 0.088
O -0.4151 -4.0994 0.5914 -0.209
H -6.3421 -0.6776 -0.4082 0.123
C -1.7192 4.3581 -3.5612 -0.259
H -1.8355 5.2855 -4.1425 0.121
H 0.9191 -5.9167 -5.9417 0.072
H 5.4042 1.8193 3.7665 0.090
C 0.0873 -2.7521 -5.5039 -0.066
H -0.4330 1.2126 1.2145 0.047
H -4.1251 0.6317 6.5872 0.122
H -2.0920 -2.1145 1.1905 0.092
H 1.4852 -1.4389 -0.3203 0.122
H -3.6429 2.8099 -1.4312 0.116
H 8.2385 3.8249 -0.9605 0.113
H -0.4568 -5.6456 2.0728 0.095
C 5.3600 4.1244 2.4607 -0.206
H 8.0060 2.5908 -3.6868 0.108
C -5.2625 -1.2185 6.1948 -0.205
H 3.9342 5.4472 3.1170 0.136
H 5.9627 3.9411 1.5613 0.124
H 0.0087 3.5496 -4.3957 0.125
C 0.1173 -4.7972 1.7000 -0.107
H -1.1385 -4.4457 5.4437 0.083
H 4.7062 -1.3955 -0.2061 0.088
H 3.2011 1.1299 -2.5225 0.057
H -4.6720 0.8600 1.5431 0.118
C -2.5895 -3.0757 1.3425 -0.184
H 6.0573 4.0088 3.2993 0.119
H 0.8871 1.9892 2.0826 0.074
H -0.9851 -2.7138 -9.1283 0.090
H 0.8701 -2.4356 -6.1985 0.083
H 1.4283 -4.7104 -6.6817 0.064
C -1.7692 -5.2338 5.8709 -0.098
N -2.6140 -3.5063 2.7360 -0.027
H -5.2898 -2.6247 2.9265 0.054
H -6.8089 -5.4367 6.0824 0.131
H 8.0468 0.6519 -2.6924 0.110
H -5.5040 -1.1570 7.2597 0.123
H 0.3752 -4.0385 2.4507 0.084
H -2.0100 0.8440 0.3336 0.092
C -2.3376 -0.2029 4.4291 -0.109
C -2.7391 1.1012 -0.4410 -0.194
C -0.2314 -4.2214 -5.6739 -0.416
H -2.1502 -5.0820 0.5822 0.111
H 0.6972 -2.6379 -4.6011 0.066
H 0.3247 5.2964 -2.0578 0.109
H 5.1038 5.8884 0.3032 0.075
H -6.0517 -0.7581 5.5893 0.117
H 6.8998 -0.2027 0.0782 0.125
H 1.1208 -5.1291 1.4183 0.087
C 6.9905 -0.3461 -1.0054 -0.226
H 4.8500 1.2337 2.1159 0.074
H -3.1675 -0.7569 6.5612 0.111
H 2.2952 5.1465 -4.1683 0.119
C 8.0140 0.5802 -1.5971 -0.214
H 9.0229 0.2146 -1.3611 0.119
C -2.9423 2.5591 -0.6291 -0.198
C -3.9536 4.4768 0.4435 -0.123
C 0.2060 -0.6566 -2.2815 -0.091
C 4.7399 -0.9946 -1.2287 -0.141
C -4.0407 -0.3274 6.0571 -0.217
H -3.6165 5.1144 -0.3877 0.076
H -3.6737 -3.9301 5.0878 0.097
C -3.8361 3.6966 -4.2843 -0.115
H -0.6260 -4.7499 -4.7995 0.136
H -3.4029 -5.4950 2.4607 0.123
H 2.8301 0.5656 -4.1644 0.091
H -2.0105 -3.8807 -0.6711 0.118
H -2.1425 4.7521 -2.6210 0.103
C 0.3958 1.0333 1.9043 -0.026
H -2.3104 -4.8254 6.7285 0.087
H 3.8177 3.8018 -2.9935 0.116
H -3.7550 5.0724 1.3301 0.084
H 1.2201 -0.9470 -2.5583 0.075
O -5.7617 -1.6553 1.2085 -0.180
O -6.4567 -4.6956 4.2274 -0.203
C 4.8095 5.5449 2.4506 -0.459
C -6.0683 -4.7952 5.5896 -0.211
C -6.0801 -0.4115 0.6216 -0.223
H 3.7752 1.4699 3.4714 0.084
C 2.7451 3.6153 -2.8672 -0.225
C 4.3154 5.9428 1.0548 -0.053
C 8.0800 3.4765 -3.0428 -0.212
H -4.6038 -5.2884 4.7578 0.045
H -0.7887 -2.1094 -5.4723 0.081
H -5.4461 1.5818 0.1504 0.117
H -1.8921 0.7989 4.4569 0.082
H 7.1549 4.0562 -3.0121 0.122
H 9.5958 2.8693 -1.5058 0.123
H 4.7805 -1.9266 -1.8058 0.093
O 5.6926 -0.0033 -1.4853 -0.178
C -5.3932 -1.6003 2.5652 -0.116
O -2.4996 3.3031 -4.0587 -0.181
N 2.6011 0.4772 0.8973 0.076
C -1.8171 -4.0496 0.3893 -0.189
H -5.0192 4.3785 0.2024 0.085
H -1.7630 -0.8022 5.1347 0.084
H 9.3144 3.4101 -5.4003 0.084
H -1.5164 -5.4927 -7.0574 0.123
H -1.6985 -3.8376 2.9972 0.072
O -2.5616 -5.7224 4.7956 -0.160
H -2.1789 -0.5536 3.4097 0.065
N 5.7247 6.4826 3.0152 0.033
N 7.8421 1.9068 -0.9932 -0.072
H 0.0018 0.7220 2.8722 0.056
H 2.6304 3.2632 -1.8323 0.121
H -8.0671 -3.4079 4.4065 0.076
H 2.7617 1.3186 1.4295 0.031
H -1.9652 2.9866 -0.8748 0.121
H -0.1397 -3.8700 -10.0750 0.086
H -6.0558 -1.0169 3.2105 0.094
H -0.1944 -1.4615 0.3240 0.100
H 9.9847 5.0420 -5.2144 0.086
C -3.6386 -4.8411 4.4844 -0.234
H 3.7707 -0.5169 -1.3515 0.041
O -0.1819 -4.2570 -8.0523 -0.222
H -3.7703 4.5171 -5.0108 0.089
H 3.9854 6.9749 1.2028 0.073
H -4.3586 2.8894 -4.7958 0.089
H -4.4242 3.9914 -3.4116 0.080
C 3.0765 1.4385 -3.5627 -0.112
N -3.9320 0.2470 -0.3836 -0.032
H -4.5820 -4.2284 2.6349 0.096
N 0.5814 5.0869 -3.0164 -0.046
H -6.9874 0.0144 1.0652 0.121
H 7.3900 -1.3627 -1.1147 0.126
H 5.4471 7.4353 3.1817 0.072
H -4.3890 -1.1897 2.7031 0.065
H -3.6282 -3.0384 1.0082 0.106
H 4.1065 1.6399 -3.8849 0.088
H -6.0453 -3.5161 7.3943 0.125
H -1.8777 -3.7982 -7.0269 0.116
C 4.6575 1.8859 2.9707 -0.122
C 9.1620 4.3907 -4.9326 -0.125
C -3.6026 -4.5575 2.9915 -0.174
N 1.0706 -4.9239 -5.7414 0.014
C -1.0450 -4.5115 -6.9503 -0.194
C -7.8226 -4.3773 3.9775 -0.067
H 1.2314 -0.8292 1.9704 0.123
H -5.0507 -5.1723 5.5953 0.059
H -7.9796 -4.4795 2.9099 0.096
O -3.4300 3.1825 0.5658 -0.197
C 1.2756 -0.0387 1.2056 -0.392
C 8.5278 3.0214 -1.6490 -0.193
H 6.2229 6.1713 3.8354 0.068
O 2.2702 2.5853 -3.7197 -0.184
H 8.2290 4.7607 -5.3718 0.086
H 6.8567 2.0390 -0.8108 0.096
H -0.2417 0.0163 -3.0090 0.090
H -1.7498 -4.3103 -9.4216 0.088
N -4.9903 -2.6229 5.9275 -0.063
C -0.8087 -3.7946 -9.2177 -0.113
H 2.4409 5.7313 -2.5027 0.116
H -7.0770 -2.9336 5.9985 0.097
C -5.0024 0.6554 0.5122 -0.215
H 3.4797 5.3537 0.6809 0.071
H -2.2759 0.7421 -1.3669 0.115
C 2.0266 4.9392 -3.1255 -0.192
O -3.7350 -0.1149 4.6824 -0.195
C 0.6499 -0.8340 0.0465 -0.181
O 4.3359 3.1511 2.4511 -0.186
H -8.4203 -5.1417 4.4912 0.091
H 2.6243 0.7541 -0.0790 0.060
H -1.1566 -6.0452 6.2631 0.084
O 0.2298 0.0166 -1.0193 -0.221
O 9.1335 4.2894 -3.5303 -0.196
C -0.2517 3.9778 -3.4195 -0.224
H -4.6909 -2.8423 4.9868 0.067
C -6.1571 -3.4331 6.3114 -0.160
H -0.1502 3.0273 -2.8758 0.112
H -0.4601 -1.5139 -2.1495 0.087
```